C47H43FN7P2S2Tl | wB97M-V/def2-TZVPD

Each line ends with the Mulliken charge.
Positions of all 103 atoms, in Å:
Tl -1.32672 0.11505 -0.19653  0.47
S 2.27820 -0.43223 -0.69964  -0.51
P 1.68059 -2.33196 -0.59703  1.10
C 0.23665 -2.25145 0.34896  -0.99
P -0.44446 -2.70718 1.87838  1.00
S -2.02744 -1.47967 2.32993  -0.62
C 0.66533 -2.53976 3.31507  0.44
C 0.03267 -2.61472 4.53033  -0.49
C 0.76832 -2.49666 5.72715  -0.87
C 2.10450 -2.18668 5.62837  -0.30
C 2.76361 -2.03662 4.39359  -0.68
C 2.00940 -2.06496 3.23355  -0.31
C -0.98704 -4.39635 1.88896  0.22
C -1.99614 -4.66984 0.96952  -0.73
C -2.63158 -5.91912 0.93680  -0.68
C -2.03064 -6.98887 1.61350  -0.46
C -0.93666 -6.74699 2.45744  -0.67
C -0.41382 -5.45703 2.60245  -0.13
C 3.06496 -3.42896 -0.06775  -0.18
C 2.74142 -4.68975 0.48394  0.11
C 3.77609 -5.55659 0.90581  -0.63
C 5.09284 -5.11980 0.87559  -0.37
C 5.40472 -3.92907 0.20089  -0.52
C 4.39741 -3.09438 -0.26787  -0.20
C 1.26231 -3.04541 -2.26279  0.36
C 2.15114 -3.95926 -2.93286  -0.37
C 1.69595 -4.63917 -4.08047  -0.81
C 0.53448 -4.20832 -4.71271  -0.29
C -0.32427 -3.31160 -4.10147  -0.65
C -0.00874 -2.78613 -2.84414  -0.12
H -1.05545 -2.71155 4.55144  0.38
H 0.29540 -2.51238 6.71093  0.35
H 2.65742 -2.15430 6.55575  0.34
H 3.87705 -1.95605 4.35366  0.31
H 2.39034 -1.73406 2.25403  0.34
H -2.30761 -3.83853 0.34231  0.41
H -3.55653 -6.06996 0.42018  0.39
H -2.39495 -7.97084 1.45104  0.39
H -0.50586 -7.53699 3.02548  0.41
H 0.39041 -5.33717 3.32720  0.31
H 1.69230 -5.02037 0.70838  0.08
H 3.51455 -6.50935 1.34448  0.38
H 5.90527 -5.71530 1.30978  0.33
H 6.46291 -3.70099 -0.04322  0.29
H 4.68815 -2.21332 -0.89840  0.25
H 3.11275 -4.08227 -2.48286  0.46
H 2.33166 -5.37199 -4.57288  0.31
H 0.24448 -4.56039 -5.67958  0.37
H -1.26683 -3.05465 -4.59165  0.35
H -0.69679 -2.16399 -2.29215  0.07
C 0.72918 2.28274 6.47352  -1.10
C 1.09583 2.52239 5.02997  0.41
C 2.12372 3.20530 4.35763  -0.99
C 1.83051 3.15811 2.98363  0.64
N 0.66270 2.52012 2.80564  -0.30
N 0.30213 2.06376 4.00543  0.30
C 2.62618 3.71407 1.87423  -0.94
H 0.98005 3.18224 7.03460  0.32
H 1.45916 1.47603 6.82397  0.21
H -0.35064 1.95950 6.64132  0.28
H 3.01451 3.60524 4.79447  0.40
H -0.53339 1.51628 3.99052  0.12
H 3.72608 3.58580 2.10935  0.36
H 2.42594 4.77521 1.71054  0.19
H 2.47734 3.14415 0.97313  0.18
C 0.02409 5.21224 -0.85721  -0.97
C 0.67775 4.36930 -1.83204  0.48
N 1.43805 3.27460 -1.57067  -0.22
C 1.87559 2.74353 -2.74298  -0.64
C 1.47740 3.53798 -3.79130  -0.39
N 0.62070 4.51807 -3.26223  0.40
C 0.06551 5.61131 -4.02701  -1.14
N -1.40929 5.53564 -4.32027  0.78
N -2.20891 6.48803 -3.76546  -0.47
N -3.46473 6.32642 -4.14644  -0.65
C -3.50227 5.15599 -4.91349  0.25
C -4.57119 4.65450 -5.64912  -0.64
C -4.31687 3.61087 -6.51140  -0.46
C -3.03109 3.06274 -6.60124  -0.50
C -1.94889 3.55114 -5.86758  -0.57
C -2.17821 4.61921 -5.02827  0.96
H 0.22627 6.28216 -0.91502  0.37
H 0.34742 4.81899 0.10216  0.05
H -1.08064 5.10823 -0.95840  0.27
H 2.45877 1.85349 -2.72261  0.41
H 1.63711 3.36349 -4.83326  0.42
H 0.62053 5.72647 -4.92730  0.38
H 0.14241 6.53836 -3.43778  0.43
H -5.50775 5.17762 -5.56423  0.43
H -5.12740 3.22264 -7.11903  0.35
H -2.84501 2.27338 -7.34871  0.33
H -0.94654 3.12982 -6.03005  0.29
F -6.42986 3.70043 1.50436  -0.35
C -5.26223 2.99861 1.20683  0.60
C -4.02265 3.33004 1.82630  -0.82
C -2.88139 2.63038 1.39694  -0.06
C -2.96283 1.56044 0.49585  -0.31
C -4.15371 1.30208 -0.11806  -0.45
C -5.34580 1.96441 0.25704  -0.68
H -3.98073 4.02496 2.66423  0.36
H -1.90372 2.98270 1.65747  0.48
H -4.17393 0.57791 -0.91341  0.25
H -6.23699 1.63875 -0.29545  0.30

E_HOMO   0.1 eV
Orbital gap   0.1292 hartree
Net charge   -2
LUMO   3.59 eV